Molecular formula: C25H29Br63N2O8P2
Method: DFT, wB97M-V/def2-TZVPD

Results
* HOMO-LUMO gap: 9.347 eV

Each line ends with the Mulliken charge.
Geometry (Å):
H  -1.511  -0.423  -4.931  0.08
Br  -3.797  -6.083  -4.852  0.04
P  -0.867  -1.567  -5.418  -0.31
C  2.176  0.779  0.528  -0.20
O  0.399  -2.441  -3.125  -0.10
Br  7.845  -1.018  -3.674  0.00
C  -5.549  -0.469  -2.257  -0.34
H  -4.088  4.567  3.989  -0.50
Br  1.016  8.655  2.009  -0.02
Br  4.119  -7.498  -1.436  -0.06
Br  3.425  2.077  1.200  0.02
Br  -5.489  -1.386  -3.951  -0.03
C  -0.795  -4.120  -4.572  -1.25
O  2.238  -1.261  -4.997  -0.23
Br  -7.782  -5.616  -5.888  -0.03
Br  -11.740  2.051  2.643  -0.03
Br  -6.473  4.020  4.309  0.00
H  -6.698  -1.156  2.538  0.01
Br  11.766  -0.639  -3.422  -0.02
C  -2.628  5.006  10.689  0.32
Br  5.124  5.224  4.271  0.06
H  1.296  1.127  9.442  0.12
Br  3.812  10.166  1.999  -0.03
Br  -5.093  6.749  3.422  -0.02
H  -1.053  -2.858  -1.043  0.32
H  -0.479  2.545  3.074  -0.26
H  3.347  -3.129  3.431  0.25
H  -4.838  0.342  -2.312  0.37
H  -8.528  5.349  -2.189  0.35
H  -1.811  4.445  10.265  -0.30
C  -1.294  3.097  3.514  -0.04
Br  -4.662  -4.712  -2.136  0.10
C  11.872  -0.983  -5.315  -0.32
C  -6.407  -2.105  2.962  -0.06
Br  -6.589  -8.563  -5.951  -0.02
Br  0.395  1.036  1.219  0.12
H  -8.640  -7.657  -6.986  0.41
C  -8.172  4.400  -1.819  -0.32
C  -10.431  1.380  1.406  0.09
Br  13.697  -1.127  -5.906  -0.05
Br  5.748  -3.599  3.757  0.00
Br  -3.392  -7.638  -2.117  -0.02
Br  10.835  -2.522  -5.824  0.00
O  1.520  -1.259  -7.368  -0.48
Br  7.848  7.279  6.430  -0.02
H  -1.792  -4.316  -4.937  0.21
H  -1.445  -4.212  -1.835  0.25
Br  -2.160  5.390  12.515  -0.04
Br  2.663  5.136  10.051  -0.03
Br  4.953  -1.862  -2.617  0.01
Br  3.344  0.915  8.075  -0.03
Br  -5.765  -10.786  -11.310  -0.02
H  -2.808  -2.473  -3.247  0.22
C  6.498  8.388  5.624  0.21
Br  6.719  -5.756  -2.039  -0.04
Br  -2.811  6.614  9.649  -0.02
Br  2.335  5.710  6.925  0.03
Br  4.681  -6.450  -4.388  -0.07
Br  -1.486  4.726  2.506  0.03
Br  -7.916  4.583  0.080  0.01
C  -5.502  -10.524  -9.422  0.42
H  -5.462  -6.805  -3.176  0.37
H  -0.156  -4.140  -5.451  0.71
C  2.067  4.456  8.356  0.07
O  0.806  -0.284  -2.440  -0.54
Br  3.199  -5.417  4.346  -0.03
Br  -7.310  -2.275  4.652  -0.04
Br  11.836  3.406  -1.440  -0.05
O  -1.291  -1.172  -2.452  -0.32
Br  6.116  9.940  6.693  -0.03
Br  9.945  3.943  1.070  -0.04
Br  -7.276  0.306  -1.930  0.03
Br  -4.200  3.903  10.568  -0.02
H  2.661  3.583  8.133  -0.05
H  -10.023  2.230  0.877  -0.09
H  -5.965  -9.584  -9.162  -0.39
Br  -11.226  0.222  0.090  -0.03
H  5.610  -0.563  -4.612  0.33
H  5.595  7.801  5.573  -0.21
Br  -4.419  5.476  6.262  0.05
C  4.885  -6.092  -2.510  0.11
O  1.605  -5.205  -2.875  -0.05
H  9.599  4.443  -1.321  0.36
Br  5.944  -2.839  -5.474  -0.05
Br  3.801  -4.430  1.381  0.06
C  -4.477  -6.374  -3.080  -0.39
H  4.333  -5.188  -2.302  -0.01
Br  6.387  3.885  1.684  -0.01
H  2.519  -0.496  -4.486  0.27
Br  6.958  8.869  3.819  -0.02
C  6.034  -1.446  -4.160  -0.31
O  -0.371  -5.147  -3.693  -0.16
N  1.052  -5.299  -3.880  -0.07
C  -7.643  -7.255  -6.887  -0.32
H  2.115  0.907  -0.543  0.15
C  -0.727  -2.743  -3.950  1.46
Br  -6.950  -3.466  1.719  0.00
C  2.339  9.556  3.076  -0.45
Br  2.798  -1.013  0.848  0.04
C  -4.901  5.123  4.433  0.45
C  5.704  5.506  2.459  -0.20
Br  8.953  2.062  -1.298  0.04
N  -1.725  -3.253  -1.676  -0.36
Br  0.572  -0.632  7.872  0.03
P  1.082  -0.758  -5.934  0.88
Br  2.322  -0.840  10.527  -0.01
Br  -8.970  0.521  2.321  0.12
Br  -3.637  -10.377  -8.975  0.00
H  6.515  6.218  2.493  0.19
Br  -4.493  -2.065  3.172  -0.03
Br  -0.817  3.445  5.343  0.17
O  0.946  0.699  -5.909  -0.68
Br  -2.868  1.992  3.384  0.09
H  11.441  -0.130  -5.815  0.36
Br  -6.374  -11.889  -8.385  -0.01
C  -1.794  -2.459  -2.878  -0.24
Br  -9.531  3.092  -2.214  -0.07
Br  0.229  3.880  8.416  -0.03
Br  -6.973  -6.949  -8.667  -0.05
C  0.049  -1.196  -2.643  0.13
Br  -6.517  4.030  -2.730  0.00
Br  2.913  8.478  4.561  0.07
Br  -5.016  -1.591  -0.784  -0.01
H  1.867  10.429  3.501  0.43
C  10.024  3.588  -0.819  -0.32
C  1.807  0.264  9.040  -0.11
H  1.058  -0.701  -7.999  0.36
C  3.938  -4.015  3.257  -0.31
Br  4.310  6.283  1.384  0.03



Molecular formula: H8O4
Method: DFT, wB97M-V/def2-TZVPD

Results
* HOMO-LUMO gap: 10.594 eV
* ΔE to the lowest compared entry with this formula, charge and spin: 24.58 kcal per mole

Each line ends with the Mulliken charge.
Geometry (Å):
H  -0.533  -1.849  0.627  0.43
H  -0.775  0.616  -2.042  0.31
O  -0.084  0.132  -2.481  -0.65
H  -0.148  0.584  -3.343  0.31
O  1.195  1.803  1.406  -0.70
H  0.747  0.224  0.814  0.35
H  -2.030  -2.167  0.947  0.28
O  -1.142  -2.531  0.898  -0.64
H  0.192  1.807  1.308  0.35
O  0.594  -0.523  0.239  -0.73
H  0.597  -0.272  -0.647  0.37
H  1.386  2.176  2.275  0.32



Molecular formula: C21H46As3NO6PdSSe
Method: DFT, wB97M-V/def2-TZVPD

Results
* HOMO-LUMO gap: 8.769 eV
* ΔE to the lowest compared entry with this formula, charge and spin: 0.15 kcal per mole

Each line ends with the Mulliken charge.
Geometry (Å):
H  -2.040  -1.844  1.519  0.17
C  -1.327  -3.672  -2.913  0.19
H  2.298  -2.232  -0.331  0.43
O  -0.332  2.943  -0.580  -0.53
H  -2.003  5.409  0.499  0.39
H  0.758  -2.234  1.540  0.32
H  -2.773  -5.414  -0.967  0.42
C  -1.875  -0.916  2.063  -1.10
H  -2.733  -0.266  1.906  0.34
H  5.692  -0.721  5.114  0.39
H  -3.864  6.098  -2.629  0.35
C  2.652  1.596  -1.477  -1.40
As  -0.316  -0.056  1.315  0.85
As  3.948  -2.179  4.012  0.31
C  -3.876  3.523  -0.282  -1.02
H  -1.661  6.658  -1.767  0.39
H  0.213  -5.655  -1.617  0.21
H  3.718  -1.175  -0.364  0.72
C  5.260  -0.718  4.114  -1.13
H  -1.611  5.070  -2.506  0.33
O  -2.676  -0.068  -0.946  -0.88
C  2.526  -1.287  5.040  -1.04
H  2.495  2.221  -0.604  0.32
H  -2.155  -3.179  -3.419  0.39
C  3.445  -2.058  2.089  -2.12
H  -0.392  5.376  -0.232  0.34
C  -1.424  5.054  -0.359  -1.03
N  -2.562  2.894  -0.229  0.15
H  2.908  0.600  2.866  0.12
C  -0.181  1.584  2.340  -1.55
H  -0.987  -6.926  -1.879  0.39
H  -1.175  2.031  2.360  0.50
H  2.267  -0.294  4.676  0.20
H  -1.445  -5.345  0.218  0.41
H  0.493  2.278  1.848  0.37
C  -0.835  -5.846  -1.857  -0.51
H  -3.872  3.597  -2.414  0.23
H  -2.549  1.906  -0.473  0.30
Pd  -0.602  0.017  -0.987  1.25
H  1.342  -1.733  -3.154  -0.11
C  -1.718  -5.169  -0.822  -0.92
H  -3.993  4.208  0.565  0.40
H  1.961  -0.209  -3.803  0.41
C  -1.217  -5.177  -3.176  -0.77
C  2.663  -1.232  -0.081  -1.73
O  -0.170  -3.039  -0.585  -0.67
C  -4.182  4.245  -1.592  -0.39
H  0.150  1.375  3.358  0.46
Se  -2.818  -0.124  -2.650  1.38
H  2.909  -1.193  6.056  0.40
C  -1.391  3.543  -0.392  0.48
H  2.238  2.116  -2.339  0.47
H  3.083  -1.346  -3.005  0.44
H  3.715  1.407  -1.627  0.42
H  -1.733  -1.112  3.126  0.47
H  -5.266  4.361  -1.670  0.37
H  -4.593  2.716  -0.136  0.47
H  4.431  -2.013  1.611  0.59
H  1.051  -1.274  2.996  0.22
S  -1.534  -3.387  -1.120  0.61
H  3.044  -3.045  1.842  0.51
H  2.389  1.167  1.288  -0.45
H  -0.498  -5.385  -3.969  0.34
O  -3.678  -1.386  -3.127  -0.71
H  4.032  0.568  1.504  0.45
C  -3.537  5.624  -1.700  -0.78
C  2.072  -0.941  -3.005  -0.80
C  2.991  0.413  1.796  -1.28
H  -0.414  -3.124  -3.141  -0.50
C  2.531  -0.997  1.438  2.63
O  -1.165  -0.369  -2.949  -0.74
As  1.692  -0.079  -1.317  0.72
O  -3.304  1.313  -3.166  -0.66
H  4.831  0.262  3.918  0.31
C  1.092  -1.261  1.908  -1.14
H  -3.911  6.256  -0.885  0.28
C  -2.012  5.630  -1.656  -0.60
H  6.061  -0.909  3.401  0.33
H  -2.184  -5.560  -3.508  0.31
H  1.633  -1.911  5.077  0.32